Entry 1:
The following is a quantum chemistry calculation of 2 unconnected molecules or ions with the total composition C6H6N at a distorted geometry, from OMol25.

As for the relative energy (zero: lowest compared OMol25 entry of this formula, charge and spin): 6.229 eV. The total charge is +1. The electronic energy is -286.40636 hartree.

Last column: natural (NBO) charge in e.
Element x y z (Å)
C  -1.63  1.70  -0.33  0.17
C  -2.16  0.63  -0.06  -0.21
C  -3.10  -0.31  0.07  0.34
C  -3.69  -1.46  0.14  -0.40
C  3.80  0.66  -0.57  -0.19
C  2.10  -0.46  0.70  0.02
N  3.00  -0.06  0.04  -0.29
H  -1.28  2.72  -0.21  0.28
H  -4.65  -1.77  0.56  0.31
H  -2.92  -2.26  -0.06  0.32
H  4.37  1.59  -0.13  0.23
H  4.08  0.31  -1.57  0.21
H  2.06  -1.28  1.43  0.21

---

Entry 2:
The following is a quantum chemistry calculation of a molecular structure, C19H16N4O2SSbSe4W at a distorted geometry, from OMol25.

Its spin multiplicity is 2. The total charge is -2. The electronic energy is -11414.19447 hartree.

Last column: natural (NBO) charge in e.
Element x y z (Å)
W  -0.77  -0.04  0.10  0.69
C  0.61  -2.54  2.44  -0.68
C  1.03  -1.37  1.60  0.19
N  0.74  -1.25  0.27  -0.44
N  -0.05  -2.27  -0.25  -0.31
C  -0.89  -1.92  -1.18  0.42
O  -1.06  -0.69  -1.54  -0.70
C  -1.67  -2.99  -1.78  0.01
C  -1.71  -4.25  -1.17  -0.17
C  -2.43  -5.27  -1.75  -0.23
C  -3.11  -5.05  -2.95  -0.23
C  -3.09  -3.80  -3.54  -0.23
C  -2.39  -2.76  -2.96  -0.20
C  1.73  -0.25  2.14  0.10
C  1.93  -0.04  3.53  -0.25
C  2.33  1.20  3.96  -0.17
C  2.60  2.20  3.01  -0.30
C  2.46  1.88  1.67  0.05
N  2.04  0.71  1.22  -0.46
H  0.21  -3.33  1.80  0.24
H  -0.16  -2.25  3.16  0.24
H  1.46  -2.93  3.00  0.20
H  -1.19  -4.40  -0.23  0.24
H  -2.46  -6.24  -1.27  0.20
H  -3.65  -5.86  -3.41  0.19
H  -3.64  -3.61  -4.45  0.20
H  -2.37  -1.78  -3.41  0.22
H  1.66  -0.82  4.23  0.21
H  2.37  1.42  5.02  0.24
H  2.83  3.20  3.33  0.21
H  2.64  2.62  0.89  0.17
Se  -0.42  2.41  5.78  -0.91
Sb  -0.87  2.93  3.47  0.77
Se  -2.43  -1.23  1.22  -0.43
Se  -0.91  1.36  1.69  0.00
Se  -2.43  4.75  3.54  -0.86
O  0.40  1.13  -0.74  -0.54
N  0.11  1.66  -2.00  -0.05
C  0.84  1.17  -3.08  0.06
C  0.43  1.48  -4.34  -0.32
C  -0.77  2.18  -4.56  -0.15
C  -1.66  2.30  -3.48  -0.26
C  -1.26  1.93  -2.23  0.05
S  -2.32  1.66  -0.89  0.07
H  1.71  0.59  -2.83  0.24
H  1.03  1.14  -5.18  0.22
H  -1.07  2.49  -5.55  0.21
H  -2.69  2.60  -3.62  0.23

---

Entry 3:
The following is a quantum chemistry calculation of a gas-phase ion, C21H30NO4 (charge +1), from OMol25.

As for the SMILES: COc1ccc(CC[NH2+]C[C@@H](O)COc2c(C)cccc2C)cc1OC. As for the relative energy (zero: lowest compared OMol25 entry of this formula, charge and spin): 0.000 eV. The total charge is +1. The electronic energy is -1173.68828 hartree.

Last column: natural (NBO) charge in e.
Element x y z (Å)
C  0.41  -3.73  1.88  -0.24
H  1.39  -3.55  1.44  0.19
H  -0.10  -4.53  1.32  0.19
O  -0.37  -2.55  1.92  -0.49
C  -0.83  -1.96  0.79  0.27
C  -1.81  -0.99  1.02  -0.22
C  -2.38  -0.28  -0.02  -0.24
C  -2.01  -0.54  -1.33  -0.07
C  -1.04  -1.50  -1.57  -0.32
C  -0.43  -2.22  -0.54  0.32
O  0.54  -3.15  -0.75  -0.51
C  0.88  -3.51  -2.07  -0.25
H  1.62  -4.30  -1.97  0.21
H  1.33  -2.67  -2.61  0.17
H  0.01  -3.89  -2.62  0.19
H  -0.76  -1.71  -2.59  0.22
C  -2.62  0.24  -2.47  -0.42
H  -3.60  0.60  -2.18  0.22
H  -2.74  -0.40  -3.34  0.24
C  -1.73  1.43  -2.86  -0.21
N  -1.40  2.20  -1.65  -0.58
C  -0.51  3.37  -1.82  -0.23
H  0.40  3.06  -2.32  0.23
H  -1.02  4.13  -2.41  0.23
C  -0.21  3.91  -0.41  0.06
O  -1.46  4.01  0.23  -0.74
H  -1.37  4.43  1.09  0.50
C  0.76  2.98  0.34  -0.08
H  0.83  3.29  1.39  0.20
H  1.76  3.07  -0.10  0.20
O  0.30  1.64  0.26  -0.58
C  1.17  0.68  0.81  0.26
C  1.11  0.40  2.17  -0.02
C  1.98  -0.56  2.68  -0.20
C  2.87  -1.22  1.85  -0.18
C  2.90  -0.94  0.49  -0.21
C  2.05  0.02  -0.05  -0.04
C  2.07  0.32  -1.52  -0.63
H  1.09  0.12  -1.95  0.21
H  2.81  -0.30  -2.02  0.23
H  2.32  1.37  -1.70  0.21
H  3.58  -1.46  -0.15  0.22
H  3.53  -1.96  2.25  0.22
H  1.94  -0.80  3.73  0.22
C  0.15  1.10  3.08  -0.65
H  0.65  1.89  3.63  0.23
H  -0.24  0.39  3.81  0.24
H  -0.68  1.52  2.52  0.22
H  0.27  4.89  -0.50  0.20
H  -0.93  1.58  -0.94  0.51
H  -2.26  2.54  -1.19  0.45
H  -0.79  1.07  -3.29  0.22
H  -2.23  2.07  -3.58  0.23
H  -3.15  0.45  0.20  0.21
H  -2.11  -0.82  2.04  0.23
H  0.51  -4.03  2.92  0.20

---

Entry 4:
The following is a quantum chemistry calculation of 10 unconnected molecules or ions with the total composition C23H68F6N4O11P at a distorted geometry, from OMol25.

Its spin multiplicity is 2. The electronic energy is -2904.14697 hartree.

Last column: Löwdin charge in e.
Element x y z (Å)
P  0.78  -0.84  -1.07  0.27
F  -0.12  -1.10  0.30  -0.20
F  0.72  0.82  -0.84  -0.19
F  2.10  -0.94  -0.13  -0.16
F  1.74  -0.66  -2.44  -0.19
F  0.80  -2.42  -1.17  -0.13
F  -0.54  -0.75  -1.96  -0.15
C  -1.43  -2.92  -3.77  -0.11
O  -2.82  -2.78  -4.06  -0.14
H  -1.26  -3.01  -2.70  0.07
H  -0.97  -3.75  -4.32  0.09
H  -1.06  -1.94  -4.08  0.08
H  -3.15  -3.31  -4.78  0.09
C  3.63  -3.48  0.61  -0.18
O  4.78  -4.27  0.74  -0.11
H  2.71  -4.06  0.70  0.08
H  3.61  -2.77  1.43  0.06
H  3.45  -3.04  -0.37  0.05
H  4.80  -4.96  0.08  0.07
C  -4.01  -0.97  -1.58  -0.16
O  -3.67  -0.48  -2.86  -0.12
H  -3.05  -1.32  -1.20  0.06
H  -4.46  -0.21  -0.93  0.07
H  -4.62  -1.87  -1.65  0.08
H  -3.22  -1.17  -3.35  0.02
C  5.63  -0.20  -3.20  -0.05
C  5.14  -1.44  -4.04  -0.42
C  5.42  -2.84  -3.46  -0.24
O  6.78  -3.10  -3.47  -0.18
C  7.14  -4.46  -3.07  -0.07
N  3.75  -1.19  -4.28  0.03
H  5.34  -0.35  -2.16  0.07
H  5.30  0.78  -3.57  0.07
H  6.72  -0.22  -3.19  0.06
H  5.70  -1.37  -4.97  0.13
H  4.86  -3.61  -4.00  0.11
H  4.95  -3.05  -2.50  0.11
H  8.21  -4.36  -2.94  0.09
H  6.95  -5.08  -3.94  0.08
H  6.64  -4.90  -2.20  0.08
H  3.53  -1.99  -4.86  0.06
H  3.19  -1.30  -3.45  0.04
C  -5.45  0.48  4.47  -0.08
C  -5.62  -1.04  4.52  -0.41
C  -4.22  -1.68  4.03  -0.17
O  -4.07  -1.27  2.66  -0.20
C  -3.44  -2.19  1.82  -0.10
N  -5.92  -1.34  5.92  0.02
H  -4.59  0.88  5.00  0.08
H  -6.39  0.91  4.82  0.07
H  -5.48  0.72  3.41  0.05
H  -6.43  -1.38  3.88  0.14
H  -4.33  -2.75  4.21  0.11
H  -3.42  -1.37  4.70  0.11
H  -3.59  -3.24  2.09  0.09
H  -2.38  -1.94  1.73  0.08
H  -3.86  -2.04  0.83  0.06
H  -6.13  -2.28  6.20  0.07
H  -4.99  -1.17  6.28  0.06
C  0.03  -1.15  4.09  -0.08
C  1.49  -0.94  3.89  -0.46
C  1.97  0.58  3.76  -0.18
O  3.37  0.67  3.64  -0.21
C  4.04  0.04  2.52  -0.07
N  2.21  -1.55  5.02  0.05
H  -0.42  -0.63  3.24  0.07
H  -0.29  -0.67  5.01  0.07
H  -0.20  -2.21  4.14  0.09
H  1.76  -1.41  2.94  0.12
H  1.56  1.07  4.64  0.12
H  1.53  1.04  2.87  0.11
H  4.12  -1.04  2.65  0.07
H  5.03  0.50  2.54  0.09
H  3.71  0.36  1.54  0.08
H  1.72  -1.07  5.76  0.06
H  3.09  -1.07  4.96  0.05
C  -1.41  2.38  1.09  -0.01
C  -2.39  2.25  -0.07  -0.37
C  -3.81  2.19  0.42  -0.22
O  -4.76  2.34  -0.60  -0.17
C  -6.03  2.80  -0.09  -0.05
N  -2.16  3.40  -0.83  0.38
H  -1.73  1.62  1.81  0.11
H  -1.42  3.30  1.67  0.10
H  -0.40  2.07  0.83  0.08
H  -2.21  1.39  -0.70  0.17
H  -3.86  3.09  1.02  0.13
H  -3.99  1.33  1.07  0.13
H  -6.26  2.15  0.76  0.08
H  -6.90  2.77  -0.74  0.10
H  -5.86  3.82  0.24  0.09
H  -1.24  3.52  -0.41  0.08
H  -2.75  4.08  -0.37  0.16
C  1.74  4.32  -0.21  -0.22
C  1.05  5.21  0.84  -0.23
O  0.43  6.36  0.31  -0.05
O  0.78  3.57  -0.85  -0.10
H  2.47  3.63  0.22  0.13
H  2.20  4.95  -0.96  0.12
H  1.67  5.45  1.71  0.12
H  0.34  4.62  1.41  0.09
H  0.69  7.14  0.82  0.09
H  1.05  2.69  -1.12  0.07
C  -0.23  1.88  -4.05  -0.17
C  0.61  3.22  -4.01  -0.25
O  -0.18  4.29  -3.57  -0.07
O  -1.39  1.90  -3.17  -0.06
H  0.51  1.12  -3.78  0.09
H  -0.47  1.67  -5.09  0.11
H  1.05  3.47  -4.98  0.11
H  1.52  3.10  -3.43  0.10
H  0.42  5.01  -3.39  0.09
H  -1.48  0.97  -2.93  0.04